Arrangement one

Computed, not measured: a cluster of 8 separate species, H16O8 in total, with the ωB97M-V functional and the def2-TZVPD basis.

Atoms and positions in Å:
O  1.25  -0.01  0.71
H  2.15  0.22  0.47
H  0.82  0.83  0.88
O  -0.49  0.92  2.39
H  -1.22  1.10  1.79
H  -0.88  0.41  3.10
O  -1.03  1.51  -2.25
H  -1.21  0.74  -1.69
H  -1.13  1.18  -3.15
O  -1.00  4.13  -0.08
H  -0.27  4.55  -0.54
H  -1.75  4.23  -0.68
O  6.37  -0.60  -0.56
H  6.68  -0.11  0.21
H  7.12  -1.16  -0.79
O  -1.09  -1.14  2.16
H  -1.16  -2.10  2.27
H  -1.57  -0.96  1.35
O  -1.80  -3.49  -0.86
H  -2.10  -3.61  -1.77
H  -0.86  -3.29  -0.95
O  -2.63  -0.96  -0.75
H  -1.77  -0.52  -0.65
H  -2.44  -1.89  -0.60

net charge	0
structure (SMILES)	O.O.O.O.O.O.O.O
HOMO-LUMO gap	10.18	eV
multiplicity	1
highest occupied orbital energy	-9.95	eV
LUMO	0.2231	eV

Arrangement two

Computed, not measured: a cluster of 8 separate species, H16O8 in total, with the ωB97M-V functional and the def2-TZVPD basis.

Atoms and positions in Å:
O  0.95  1.14  1.41
H  0.05  1.09  1.08
H  1.49  0.90  0.65
O  -1.18  -0.90  -0.12
H  -0.24  -0.71  -0.09
H  -1.57  -0.21  0.43
O  -4.05  1.64  1.92
H  -3.14  1.92  1.80
H  -4.04  0.70  1.70
O  5.29  -0.59  -2.91
H  5.22  0.23  -3.40
H  4.54  -0.58  -2.31
O  2.14  -3.49  -0.95
H  1.91  -2.90  -1.67
H  2.18  -4.36  -1.36
O  2.58  0.48  -0.79
H  2.82  0.04  0.04
H  2.80  1.40  -0.64
O  -2.50  -2.44  1.75
H  -1.62  -2.64  1.41
H  -2.69  -1.55  1.42
O  -3.33  3.77  0.37
H  -3.55  2.84  0.27
H  -4.08  4.23  -0.02

net charge	0
structure (SMILES)	O.O.O.O.O.O.O.O
HOMO-LUMO gap	11.04	eV
multiplicity	1
highest occupied orbital energy	-11.41	eV
LUMO	-0.3628	eV

Arrangement three

Computed, not measured: a cluster of 8 separate species, H16O8 in total, with the ωB97M-V functional and the def2-TZVPD basis.

Atoms and positions in Å:
O  -0.54  -0.52  1.09
H  0.01  0.27  0.98
H  -0.30  -0.85  1.96
O  2.04  -3.49  0.64
H  1.77  -2.72  1.15
H  2.60  -3.12  -0.05
O  -2.87  -0.29  2.66
H  -3.79  -0.21  2.93
H  -2.91  -0.71  1.80
O  -1.02  0.28  -2.35
H  -1.30  -0.39  -2.98
H  -0.36  0.79  -2.82
O  1.89  -1.58  -2.02
H  1.05  -1.11  -2.01
H  1.81  -2.19  -2.76
O  -1.97  2.83  -2.10
H  -1.28  3.48  -2.25
H  -2.16  2.90  -1.16
O  1.07  1.90  2.50
H  1.23  2.30  3.36
H  0.27  1.38  2.62
O  1.37  0.69  -0.34
H  1.87  1.50  -0.48
H  1.74  0.07  -0.98

net charge	0
structure (SMILES)	O.O.O.O.O.O.O.O
HOMO-LUMO gap	11.03	eV
multiplicity	1
highest occupied orbital energy	-10.74	eV
LUMO	0.2920	eV

Arrangement four

Computed, not measured: a cluster of 8 separate species, H16O8 in total, with the ωB97M-V functional and the def2-TZVPD basis.

Atoms and positions in Å:
O  0.78  -1.94  -0.63
H  1.65  -1.44  -0.45
H  0.18  -1.28  -1.21
O  2.48  0.26  -0.54
H  2.00  0.51  0.35
H  3.42  0.57  -0.35
O  -1.15  -0.59  -2.00
H  -1.67  -1.25  -2.62
H  -1.83  -0.33  -1.30
O  -0.34  -1.77  1.66
H  0.22  -1.82  0.76
H  -0.47  -2.71  2.03
O  -2.44  -0.25  0.42
H  -2.20  0.70  0.81
H  -1.77  -0.85  0.89
O  1.34  0.61  1.96
H  0.46  1.02  1.88
H  1.17  -0.46  1.91
O  -1.07  1.94  0.89
H  -0.67  1.71  -0.03
H  -1.45  2.90  0.67
O  0.31  1.84  -1.55
H  -0.12  1.21  -2.20
H  1.16  1.40  -1.34

net charge	0
structure (SMILES)	O.O.O.O.O.O.O.O
HOMO-LUMO gap	11.19	eV
multiplicity	1
highest occupied orbital energy	-10.81	eV
LUMO	0.3784	eV

arrangement four ends up most stable, edging out the next structure by 1.121 eV.

Arrangement one

Computed, not measured: a cluster of 8 separate species, H16O8 in total, with the ωB97M-V functional and the def2-TZVPD basis.

Atoms and positions in Å:
O  26.04  43.50  30.68
H  26.89  42.90  30.87
H  25.93  43.81  31.48
O  28.57  39.51  33.29
H  28.04  40.22  33.00
H  28.65  39.61  34.22
O  25.92  41.67  34.43
H  26.06  42.50  33.99
H  25.04  41.55  34.87
O  27.70  41.76  31.70
H  27.82  41.40  30.94
H  28.22  42.48  31.79
O  25.90  44.33  33.04
H  26.51  45.08  33.03
H  25.06  44.54  33.63
O  26.85  40.65  36.82
H  26.56  40.96  35.95
H  27.78  40.27  36.57
O  24.67  39.88  32.04
H  25.39  40.46  31.80
H  24.62  39.54  32.87
O  23.32  42.51  35.26
H  23.61  43.43  35.02
H  22.51  42.17  34.88

net charge	0
structure (SMILES)	O.O.O.O.O.O.O.O
HOMO-LUMO gap	10.25	eV
multiplicity	1
highest occupied orbital energy	-10.75	eV
LUMO	-0.5029	eV

Arrangement two

Computed, not measured: a cluster of 8 separate species, H16O8 in total, with the ωB97M-V functional and the def2-TZVPD basis.

Atoms and positions in Å:
O  24.67  -20.72  -28.24
H  24.27  -21.06  -29.06
H  25.57  -20.48  -28.47
O  25.31  -25.11  -30.84
H  25.47  -24.21  -30.54
H  25.96  -25.28  -31.52
O  21.18  -22.53  -26.82
H  20.89  -21.71  -26.43
H  20.61  -23.21  -26.45
O  21.81  -27.19  -27.98
H  22.75  -27.01  -28.14
H  21.35  -26.75  -28.70
O  23.31  -21.60  -30.54
H  22.54  -21.16  -30.16
H  23.06  -22.53  -30.54
O  24.60  -26.29  -28.30
H  24.65  -26.43  -29.26
H  25.52  -26.29  -28.01
O  26.33  -22.67  -26.94
H  26.88  -22.78  -27.72
H  25.53  -22.20  -27.26
O  23.43  -23.79  -28.59
H  23.83  -24.66  -28.40
H  23.14  -23.45  -27.73

net charge	0
structure (SMILES)	O.O.O.O.O.O.O.O
HOMO-LUMO gap	10.86	eV
multiplicity	1
highest occupied orbital energy	-10.70	eV
LUMO	0.1669	eV

Arrangement three

Computed, not measured: a cluster of 8 separate species, H16O8 in total, with the ωB97M-V functional and the def2-TZVPD basis.

Atoms and positions in Å:
O  -0.58  -0.30  -3.30
H  -1.01  -0.32  -4.16
H  -1.32  -0.39  -2.66
O  1.34  1.63  3.64
H  0.81  1.92  2.88
H  2.17  2.11  3.55
O  1.51  -1.68  -1.73
H  0.83  -1.13  -2.15
H  1.96  -2.11  -2.46
O  0.11  2.79  1.15
H  0.79  2.21  0.77
H  -0.61  2.76  0.51
O  -0.90  -0.24  0.59
H  0.00  0.12  0.55
H  -1.28  -0.02  -0.26
O  -2.86  -0.07  -1.83
H  -3.62  -0.37  -1.31
H  -3.17  0.71  -2.30
O  -0.41  -3.31  1.91
H  -0.27  -2.39  1.65
H  -0.39  -3.31  2.87
O  2.00  0.70  0.61
H  2.93  0.85  0.43
H  1.98  -0.15  1.06

net charge	0
structure (SMILES)	O.O.O.O.O.O.O.O
HOMO-LUMO gap	10.79	eV
multiplicity	1
highest occupied orbital energy	-10.82	eV
LUMO	-0.0293	eV

arrangement two ends up most stable, edging out the next structure by 0.275 eV.

Arrangement one

Computed, not measured: a cluster of 2 separate species, C17H28N2O2 in total, with the ωB97M-V functional and the def2-TZVPD basis.

Atoms and positions in Å:
O  6.29  -1.58  0.14
C  5.74  -0.51  0.06
N  6.19  0.55  -0.81
C  5.72  1.81  -0.19
C  5.08  1.42  1.15
C  4.59  0.00  0.90
C  3.26  -0.01  0.12
C  2.54  -1.35  0.22
C  1.10  -1.36  -0.35
C  0.34  -0.09  -0.07
C  -0.21  0.15  1.19
C  -0.89  1.33  1.47
C  -1.03  2.30  0.49
C  -0.49  2.08  -0.77
C  0.19  0.89  -1.05
H  5.74  0.40  -1.71
H  6.54  2.51  -0.05
H  5.00  2.32  -0.84
H  5.82  1.44  1.96
H  4.30  2.12  1.42
H  4.44  -0.55  1.82
H  3.44  0.21  -0.94
H  2.64  0.81  0.50
H  3.12  -2.08  -0.35
H  2.55  -1.72  1.25
H  0.56  -2.19  0.11
H  1.13  -1.52  -1.42
H  -0.10  -0.62  1.95
H  -1.32  1.47  2.46
H  -1.56  3.22  0.69
H  -0.60  2.83  -1.54
H  0.60  0.71  -2.03
C  -6.08  0.08  -1.62
O  -4.74  0.38  -1.29
C  -4.38  0.17  0.06
C  -3.98  -1.27  0.39
C  -5.16  -2.24  0.50
N  -2.99  -1.81  -0.54
H  -6.76  0.32  -0.79
H  -6.22  -0.97  -1.89
H  -6.36  0.69  -2.48
H  -3.50  0.79  0.22
H  -5.18  0.53  0.72
H  -3.50  -1.23  1.38
H  -5.53  -2.52  -0.49
H  -4.84  -3.16  0.99
H  -5.98  -1.81  1.07
H  -2.16  -1.23  -0.51
H  -3.36  -1.70  -1.48

net charge	0
structure (SMILES)	O=C1NCC[C@H]1CCCc1ccccc1.COC[C@@H](C)N
HOMO-LUMO gap	9.78	eV
multiplicity	1
highest occupied orbital energy	-9.11	eV
LUMO	0.6685	eV

Arrangement two

Computed, not measured: the molecule C17H28N2O2, with the ωB97M-V functional and the def2-TZVPD basis.

Atoms and positions in Å:
C  -7.51  -0.35  0.80
C  -6.69  -0.93  -0.35
C  -5.22  -1.15  0.00
C  -4.46  0.16  0.24
C  -2.96  -0.06  0.51
C  -2.35  1.11  1.30
C  -2.41  2.46  0.59
C  -2.22  -0.32  -0.81
N  -0.82  -0.61  -0.61
C  0.16  0.30  -0.93
O  -0.09  1.34  -1.52
C  1.51  -0.10  -0.54
N  1.88  -1.41  -0.32
C  3.18  -1.49  0.03
C  3.79  -2.83  0.28
C  3.68  -0.19  0.10
C  5.01  0.28  0.46
C  6.06  -0.76  0.79
O  5.29  1.46  0.49
C  2.61  0.69  -0.28
C  2.68  2.17  -0.36
H  -7.42  -0.98  1.69
H  -8.56  -0.30  0.53
H  -7.17  0.65  1.06
H  -6.76  -0.26  -1.21
H  -7.13  -1.88  -0.64
H  -4.75  -1.70  -0.82
H  -5.16  -1.77  0.90
H  -4.58  0.81  -0.63
H  -4.89  0.66  1.10
H  -2.86  -0.96  1.13
H  -2.88  1.18  2.25
H  -1.31  0.88  1.52
H  -3.43  2.72  0.32
H  -2.03  3.23  1.25
H  -1.80  2.45  -0.31
H  -2.68  -1.16  -1.33
H  -2.26  0.56  -1.45
H  -0.61  -1.33  0.06
H  1.30  -2.21  -0.53
H  4.62  -3.01  -0.40
H  3.04  -3.61  0.11
H  4.15  -2.92  1.30
H  6.99  -0.25  1.03
H  5.75  -1.35  1.65
H  6.22  -1.42  -0.05
H  2.92  2.58  0.62
H  3.47  2.47  -1.04
H  1.73  2.56  -0.70

net charge	0
structure (SMILES)	CCCC[C@H](CC)CNC(=O)c1[nH]c(C)c(C(C)=O)c1C
HOMO-LUMO gap	8.87	eV
multiplicity	1
highest occupied orbital energy	-8.47	eV
LUMO	0.4028	eV

arrangement two ends up most stable, edging out the next structure by 1.694 eV.

Arrangement one

Computed, not measured: a cluster of 2 separate species, C5H6N2O3 in total, with the ωB97M-V functional and the def2-TZVPD basis.

Atoms and positions in Å:
O  0.01  1.80  -1.46
C  -0.34  0.60  -0.90
N  -1.56  0.35  -0.71
C  -1.96  -0.91  -0.17
C  -0.82  -1.56  0.50
C  0.52  -1.41  0.19
N  0.66  -0.29  -0.65
H  -0.81  2.25  -1.46
H  -2.81  -0.81  0.45
H  -2.28  -1.68  -0.87
H  -1.10  -2.37  1.06
H  1.29  -1.90  0.70
H  1.62  -0.13  -1.06
O  2.21  2.89  2.15
C  2.58  2.05  1.45
O  2.81  1.12  0.80

net charge	0
structure (SMILES)	OC1=NCC=CN1.O=C=O
HOMO-LUMO gap	8.34	eV
multiplicity	1
highest occupied orbital energy	-7.87	eV
LUMO	0.4654	eV

Arrangement two

Computed, not measured: a cluster of 2 separate species, C5H6N2O3 in total, with the ωB97M-V functional and the def2-TZVPD basis.

Atoms and positions in Å:
C  3.03  2.24  -2.97
O  2.27  1.40  -2.09
C  2.67  0.18  -1.91
O  3.56  -0.34  -2.76
N  3.63  -1.71  -2.53
C  3.11  -1.85  -1.34
C  2.07  -0.86  -1.20
C  0.66  -1.16  -1.25
N  -0.46  -0.89  -1.56
H  4.08  2.29  -2.65
H  2.97  1.86  -4.00
H  2.56  3.23  -2.91
H  3.14  -2.82  -0.86
O  0.67  -2.65  -3.47
H  1.62  -2.52  -3.55
H  -0.20  -1.93  -3.29

net charge	0
structure (SMILES)	COc1oncc1C#N.O
HOMO-LUMO gap	9.21	eV
multiplicity	1
highest occupied orbital energy	-9.21	eV
LUMO	-0.0018	eV

arrangement one ends up most stable, edging out the next structure by 5.299 eV.